ORCA calculation (the ωB97M-V functional and the def2-TZVPD basis) on a structure of composition C17H24F3IrNO6S4.

Geometry (Å):
Ir1 -0.6234 0.6490 0.6652
C1 -2.1313 -1.6589 -1.4040
C2 -3.2077 -0.8537 -0.6978
S1 -2.7928 -0.1629 0.9190
C3 -2.6796 -1.5782 2.0423
C4 -1.5021 -2.5182 1.8364
S2 0.0888 -1.6567 1.9840
C5 1.0618 -2.4709 0.6944
C6 0.4949 -2.4807 -0.7207
S3 -0.4323 -0.9955 -1.2533
H1 -2.3580 -1.6555 -2.4699
H2 -2.1267 -2.6970 -1.0825
H3 -4.1201 -1.4419 -0.5848
H4 -3.4539 0.0387 -1.2744
H5 -3.6271 -2.1177 1.9949
H6 -2.6240 -1.1160 3.0305
H7 -1.5463 -2.9965 0.8620
H8 -1.5498 -3.3033 2.5913
H9 1.2811 -3.4950 0.9953
H10 2.0051 -1.9286 0.7103
H11 -0.1619 -3.3325 -0.8931
H12 1.3378 -2.6002 -1.4094
N1 1.2532 1.6710 0.2536
C7 2.2731 0.8297 -0.3371
C8 3.2491 0.2852 0.4801
C9 4.0214 -0.7695 0.0064
C10 3.7898 -1.2686 -1.2638
C11 2.9320 -0.5967 -2.1280
C12 2.1716 0.4656 -1.6728
S4 4.4031 -2.8869 -1.7481
O1 3.1295 -3.5694 -1.9970
O2 5.1044 -3.3684 -0.5739
O3 5.2085 -2.6700 -2.9275
H13 1.6542 2.0715 1.0964
H14 0.9629 2.4517 -0.3615
H15 3.3452 0.6183 1.5098
H16 4.7289 -1.2867 0.6423
H17 2.8073 -0.9707 -3.1370
H18 1.4446 0.9512 -2.3132
F1 -1.6593 4.8729 -2.9804
C13 -2.0321 3.6265 -2.7057
F2 -3.2855 3.6796 -2.2046
F3 -2.0914 2.9453 -3.8605
C14 -1.0880 2.9193 -1.6948
O4 -1.5016 1.7813 -1.3439
O5 -0.0760 3.5184 -1.3317
C15 -2.3731 3.3953 1.3206
O6 -1.3490 3.0073 2.2674
C16 -0.7619 1.8542 2.1818
C17 -0.0499 1.6068 3.4807
H19 -3.3275 3.0716 1.7310
H20 -2.2023 2.9305 0.3570
H21 -2.3383 4.4776 1.2600
H22 -0.8017 1.5604 4.2722
H23 0.5822 2.4686 3.7134
H24 0.5438 0.6990 3.4731

Calculated values
Frontier orbital gap (spin up / spin down) ... 0.2682 / 0.2672 Eh
Multiplicity ... 2


ORCA calculation (the ωB97M-V functional and the def2-TZVPD basis) on a structure of composition C10H20O14RbS2 at a distorted geometry.

Geometry (Å):
Rb1 -0.3927 -0.9834 -0.6880
S1 -3.0760 -2.6412 -1.8778
O1 -2.1214 -1.9270 -2.7546
O2 -4.3013 -1.8936 -1.8970
O3 -3.2441 -3.9728 -2.3828
O4 -2.5259 -2.6332 -0.5434
C1 3.8678 -4.2784 -1.2149
C2 3.3615 -3.7160 -2.5537
O5 3.9094 -2.4680 -2.8478
C3 3.3451 -1.2884 -2.3606
O6 2.3656 -1.2516 -1.6571
O7 4.1598 -0.3167 -2.6996
C4 3.9725 0.9128 -2.0813
H1 4.9511 -4.3942 -1.1808
H2 3.2683 -5.1368 -0.9117
H3 3.6858 -3.5558 -0.4194
H4 2.2741 -3.6412 -2.5551
H5 3.6110 -4.3956 -3.3686
H6 3.0495 1.4665 -2.2535
H7 4.8601 1.5071 -2.2981
H8 3.9426 0.7734 -1.0006
C5 -2.2016 2.2194 5.1556
C6 -1.9145 1.5112 3.8716
O8 -0.5402 1.7459 3.5019
C7 0.0853 1.0489 2.6377
O9 -0.4004 0.0843 2.0355
O10 1.3293 1.5296 2.6328
C8 2.2860 0.9648 1.7381
H9 -3.2872 2.3173 5.1560
H10 -1.7300 3.1992 5.2309
H11 -1.8947 1.7438 6.0871
H12 -2.5499 1.8172 3.0405
H13 -2.0315 0.4342 3.9916
H14 2.0980 1.2888 0.7145
H15 2.3159 -0.1202 1.8379
H16 3.3224 1.2147 1.9650
C9 -3.4713 2.3976 -1.9917
C10 -3.0224 1.0007 -1.3891
O11 -2.2947 1.3229 -0.2323
S2 -2.6730 2.7695 0.4125
O12 -1.5119 3.3657 1.0689
O13 -3.9310 2.7257 1.1536
O14 -2.8571 3.3588 -1.1129
H17 -4.5497 2.5559 -2.0082
H18 -3.1167 2.5805 -3.0061
H19 -2.5206 0.2386 -1.9852
H20 -3.9012 0.5193 -0.9600

Calculated values
Charge ... -1
Frontier orbital gap ... 0.1768 Eh